[1]
Below is C20H25IrN6O4S2Se3 as an isolated structure, with properties calculated with the ωB97M-V functional and the def2-TZVPD basis.

Geometry as ORCA input:
```
! wB97M-V def2-TZVPD RIJCOSX def2/J DEFGRID3
* xyz 2 1
Ir 1.41 -0.89 0.73
C 2.05 -2.93 3.55
Se 1.96 -1.05 3.10
C 3.89 -0.66 3.09
C 4.57 -1.15 1.83
Se 3.72 -0.31 0.28
C 4.26 -1.56 -1.09
H 2.41 -2.99 4.57
H 2.71 -3.46 2.87
H 1.04 -3.33 3.50
H 4.30 -1.14 3.97
H 3.97 0.41 3.22
H 4.48 -2.23 1.70
H 5.62 -0.87 1.81
H 4.00 -2.57 -0.78
H 5.33 -1.46 -1.24
H 3.73 -1.29 -2.00
Se 1.60 -4.67 -0.37
N -0.10 -5.11 -0.40
C -0.81 -4.12 0.10
C -2.24 -3.98 0.18
C -2.72 -2.77 0.59
C -1.85 -1.69 0.93
N -0.54 -1.82 0.95
C -0.04 -3.02 0.54
N 1.28 -3.07 0.41
H -2.89 -4.79 -0.11
H -3.79 -2.59 0.64
H -2.28 -0.73 1.18
O -4.26 0.72 -0.78
S -4.73 1.72 -1.75
O -6.13 2.01 -1.74
O -4.10 1.56 -3.06
C -3.86 3.24 -1.24
N -4.02 4.40 -1.87
C -3.13 5.33 -1.63
C -1.99 5.14 -0.84
C -1.94 3.94 -0.16
N -2.91 3.02 -0.33
C -0.81 3.22 0.55
C 0.55 3.28 0.23
C 1.34 2.15 0.45
N 0.86 1.06 1.05
C -0.35 1.15 1.66
C -1.21 2.18 1.41
H -3.28 6.27 -2.15
H -1.22 5.90 -0.77
H 0.95 4.09 -0.37
H 2.33 2.09 0.02
H -0.66 0.30 2.26
H -2.24 2.13 1.73
C -1.38 -0.88 -2.58
S -0.34 0.19 -1.66
C 0.26 1.23 -2.97
O 0.87 -0.71 -1.29
H -0.80 -1.35 -3.38
H -2.19 -0.27 -2.97
H -1.79 -1.62 -1.90
H -0.60 1.80 -3.34
H 0.69 0.62 -3.76
H 0.99 1.92 -2.55
*
```

Summary:
molar mass = 906.69 g mol⁻¹
energy above the lowest of the compared OMol25 structures with the same formula, charge and spin = 0.0 kJ/mol
DFT total energy = -258807.4016 eV
maximum force = 1.1 eV/Å
orbital gap = 4.00 eV
LUMO = -8.31 eV

***

[2]
Below is C25H32FIrN4O2P as an isolated structure, with properties calculated with the ωB97M-V functional and the def2-TZVPD basis.

Geometry as ORCA input:
```
! wB97M-V def2-TZVPD RIJCOSX def2/J DEFGRID3
* xyz 2 2
Ir -0.33 -0.17 0.32
N -1.98 0.57 -0.77
C -2.88 1.15 0.27
C -3.14 0.09 1.30
N -1.84 -0.44 1.82
C -2.00 -1.91 2.08
C -1.96 -2.64 0.76
N -0.70 -2.18 0.12
C -1.32 0.25 3.04
C 0.08 -0.27 3.32
N 0.89 -0.17 2.08
H -1.67 1.30 -1.40
H -2.44 -0.13 -1.35
H -3.81 1.51 -0.17
H -2.37 1.99 0.72
H -3.66 -0.74 0.81
H -3.78 0.43 2.11
H -2.92 -2.11 2.63
H -1.18 -2.25 2.69
H -2.78 -2.37 0.09
H -1.99 -3.72 0.90
H -0.68 -2.37 -0.88
H 0.09 -2.70 0.51
H -1.97 0.09 3.90
H -1.30 1.32 2.82
H 0.09 -1.31 3.66
H 0.52 0.32 4.12
H 1.73 -0.76 2.12
H 1.23 0.78 2.00
O -0.82 3.11 1.47
C 0.02 2.93 0.62
O 0.47 1.72 0.27
C 0.71 4.01 -0.14
C 0.51 5.33 0.24
C 1.13 6.34 -0.47
C 1.95 6.04 -1.55
C 2.15 4.72 -1.94
C 1.53 3.70 -1.23
P 1.83 1.97 -1.64
C 2.22 1.91 -3.39
C 1.15 2.12 -4.27
C 1.35 2.04 -5.63
C 2.62 1.76 -6.13
C 3.68 1.56 -5.27
C 3.49 1.63 -3.89
C 3.19 1.32 -0.69
C 3.65 1.98 0.45
C 4.69 1.43 1.19
C 5.26 0.23 0.80
C 4.79 -0.45 -0.32
C 3.75 0.09 -1.06
H -0.12 5.55 1.09
H 0.97 7.38 -0.19
H 2.43 6.84 -2.10
H 2.78 4.50 -2.79
H 0.16 2.34 -3.88
H 0.52 2.19 -6.31
H 2.78 1.71 -7.20
H 4.67 1.36 -5.66
H 4.33 1.50 -3.23
H 3.22 2.93 0.75
H 5.07 1.96 2.05
H 6.08 -0.19 1.38
H 5.23 -1.39 -0.61
H 3.37 -0.44 -1.92
F 0.67 -0.45 -1.38
*
```

Summary:
molar mass = 662.75 g mol⁻¹
energy above the lowest of the compared OMol25 structures with the same formula, charge and spin = 83.5 kJ/mol
DFT total energy = -51332.9613 eV
maximum force = 2.1 eV/Å
orbital gap (spin up / spin down) = 8.03 / 7.45 eV
LUMO (spin up / spin down) = -5.01 / -6.85 eV

***

[3]
Below is a single C4H9NO3 molecule, with properties calculated with the ωB97M-V functional and the def2-TZVPD basis.

Geometry as ORCA input:
```
! wB97M-V def2-TZVPD RIJCOSX def2/J DEFGRID3
* xyz 0 1
C 1.99 -0.44 -0.39
C 0.77 -0.94 0.34
O 0.87 -1.86 1.16
C -0.64 -0.48 -0.15
N -1.67 -1.17 0.67
C -0.78 1.04 -0.07
O 0.37 1.59 0.65
O -0.82 1.64 -1.34
H 2.60 -1.29 -0.70
H 2.57 0.19 0.28
H 1.72 0.13 -1.28
H -0.76 -0.83 -1.19
H -1.37 -2.15 0.75
H -1.59 -0.85 1.64
H -1.67 1.35 0.48
H 0.14 2.51 0.85
H -1.73 1.55 -1.68
*
```

Summary:
molar mass = 119.12 g mol⁻¹
energy above the lowest of the compared OMol25 structures with the same formula, charge and spin = 150.6 kJ/mol
DFT total energy = -11925.9805 eV
structure (SMILES) = CC(=O)[C@@H](N)C(O)O
maximum force = 2.5 eV/Å
orbital gap = 10.04 eV
LUMO = 0.55 eV

***

[4]
Below is a 11-piece molecular cluster, C44H77N11 overall, with properties calculated with the ωB97M-V functional and the def2-TZVPD basis.

Geometry as ORCA input:
```
! wB97M-V def2-TZVPD RIJCOSX def2/J DEFGRID3
* xyz 0 1
C 7.95 -11.10 -27.65
C 8.03 -12.58 -27.27
C 7.75 -12.88 -25.79
C 8.74 -12.42 -24.83
N 9.49 -12.04 -24.06
H 6.99 -10.67 -27.35
H 8.01 -11.00 -28.73
H 8.71 -10.49 -27.17
H 9.01 -13.00 -27.53
H 7.27 -13.13 -27.82
H 7.56 -13.96 -25.76
H 6.79 -12.43 -25.52
C 10.57 -8.57 -24.47
C 11.54 -9.37 -25.31
C 12.77 -9.82 -24.53
C 13.51 -8.76 -23.84
N 14.10 -7.92 -23.33
H 11.04 -7.69 -24.03
H 10.23 -9.15 -23.61
H 9.71 -8.18 -25.02
H 11.85 -8.89 -26.24
H 11.08 -10.29 -25.69
H 13.54 -10.25 -25.18
H 12.58 -10.61 -23.80
C 17.86 -11.68 -29.38
C 17.02 -10.39 -29.43
C 17.94 -9.18 -29.52
C 19.09 -9.28 -30.44
N 19.98 -9.34 -31.16
H 17.32 -12.59 -29.11
H 18.70 -11.61 -28.69
H 18.28 -11.89 -30.37
H 16.43 -10.32 -28.52
H 16.32 -10.47 -30.26
H 18.35 -8.96 -28.53
H 17.40 -8.28 -29.82
C 9.43 -11.38 -31.77
C 10.91 -11.70 -31.57
C 11.78 -10.51 -31.15
C 11.29 -9.91 -29.90
N 10.89 -9.44 -28.93
H 8.89 -12.08 -32.41
H 9.40 -10.42 -32.29
H 8.85 -11.29 -30.85
H 11.29 -12.10 -32.51
H 11.08 -12.49 -30.83
H 11.70 -9.72 -31.90
H 12.83 -10.76 -31.09
C 16.98 -10.26 -24.40
C 17.27 -8.79 -24.17
C 17.21 -7.94 -25.43
C 16.01 -8.20 -26.25
N 15.10 -8.42 -26.92
H 16.03 -10.44 -24.90
H 16.87 -10.81 -23.47
H 17.75 -10.75 -25.01
H 18.22 -8.64 -23.64
H 16.52 -8.36 -23.50
H 18.07 -8.17 -26.07
H 17.22 -6.87 -25.21
C 10.12 -15.72 -23.37
C 10.81 -16.62 -22.35
C 9.97 -16.99 -21.12
C 9.76 -15.82 -20.26
N 9.57 -14.92 -19.58
H 10.85 -15.26 -24.04
H 9.54 -14.94 -22.87
H 9.45 -16.32 -23.98
H 11.72 -16.15 -21.95
H 11.21 -17.54 -22.78
H 10.48 -17.76 -20.54
H 9.01 -17.46 -21.36
C 15.20 -16.33 -22.83
C 15.06 -16.16 -24.34
C 15.63 -14.83 -24.88
C 14.98 -13.66 -24.27
N 14.44 -12.75 -23.83
H 14.50 -15.73 -22.24
H 16.21 -16.18 -22.46
H 14.95 -17.36 -22.56
H 14.03 -16.32 -24.65
H 15.68 -16.92 -24.81
H 15.44 -14.79 -25.95
H 16.68 -14.79 -24.62
C 12.58 -19.92 -24.10
C 12.32 -18.73 -25.00
C 10.87 -18.60 -25.47
C 10.37 -19.64 -26.35
N 10.01 -20.46 -27.07
H 12.47 -20.84 -24.68
H 11.88 -20.00 -23.27
H 13.62 -19.91 -23.76
H 12.96 -18.72 -25.89
H 12.49 -17.76 -24.54
H 10.72 -17.66 -26.02
H 10.24 -18.61 -24.58
C 14.22 -12.08 -27.33
C 12.69 -12.05 -27.28
C 12.02 -12.84 -26.17
C 12.01 -14.29 -26.40
N 11.90 -15.41 -26.61
H 14.60 -13.10 -27.29
H 14.66 -11.56 -26.48
H 14.62 -11.59 -28.22
H 12.33 -12.38 -28.26
H 12.41 -11.00 -27.19
H 10.96 -12.59 -26.08
H 12.53 -12.74 -25.21
C 13.37 -17.30 -29.03
C 14.55 -16.77 -28.25
C 15.26 -15.61 -28.99
C 15.63 -15.86 -30.39
N 15.94 -16.05 -31.47
H 12.98 -18.23 -28.58
H 13.66 -17.70 -30.01
H 12.55 -16.60 -29.12
H 15.36 -17.48 -28.09
H 14.22 -16.44 -27.27
H 16.14 -15.22 -28.48
H 14.60 -14.74 -29.00
C 11.51 -13.01 -21.80
C 10.68 -11.76 -21.55
C 10.33 -11.57 -20.08
C 11.48 -11.51 -19.19
N 12.39 -11.46 -18.49
H 11.77 -13.18 -22.85
H 10.93 -13.92 -21.60
H 12.46 -13.06 -21.27
H 9.78 -11.80 -22.18
H 11.22 -10.91 -21.98
H 9.80 -12.48 -19.75
H 9.63 -10.76 -19.89
*
```

Summary:
molar mass = 760.18 g mol⁻¹
energy above the lowest of the compared OMol25 structures with the same formula, charge and spin = 106.6 kJ/mol
DFT total energy = -63265.9679 eV
structure (SMILES) = CCCC#N.CCCC#N.CCCC#N.CCCC#N.CCCC#N.CCCC#N.CCCC#N.CCCC#N.CCCC#N.CCCC#N.CCCC#N
maximum force = 1.4 eV/Å
orbital gap = 10.84 eV
LUMO = 0.06 eV